C20H27IrN2O | ωB97M-V with the def2-TZVPD basis set

Output
Lowest unoccupied orbital energy   0.4 eV
Total charge   0
HOMO level   -6.74 eV

Each line ends with the Mulliken charge.
Element x y z (Å)
Ir: -0.29795 -0.01689 -1.12818  0.335
N: 1.72137 0.28531 -1.48103  -0.315
C: 2.46966 0.84764 -0.36538  0.990
C: 3.66428 0.25542 0.01072  -0.826
C: 4.36938 0.73129 1.10515  -0.831
C: 3.87532 1.81646 1.81003  -0.755
C: 2.70389 2.43108 1.39726  -0.899
C: 1.98110 1.97650 0.29463  0.619
C: 0.76730 2.69506 -0.17425  0.903
C: 0.73444 4.08572 -0.06448  -0.812
C: -0.36452 4.80887 -0.50163  -0.618
C: -1.44445 4.13834 -1.05462  -0.721
C: -1.41556 2.75356 -1.15898  -0.214
C: -0.31755 1.99154 -0.73360  -0.714
H: 2.17120 -0.57117 -1.78790  0.445
H: 1.76388 0.93467 -2.26663  0.416
H: 4.04755 -0.58817 -0.55023  0.458
H: 5.29179 0.25097 1.40273  0.408
H: 4.40193 2.18874 2.67887  0.401
H: 2.32266 3.27805 1.95248  0.521
H: 1.58986 4.61504 0.33797  0.467
H: -0.36982 5.88831 -0.41935  0.373
H: -2.30773 4.69183 -1.40451  0.396
H: -2.27266 2.24515 -1.58554  0.468
C: -4.34764 -1.48462 -0.62019  -0.662
C: -3.75834 -1.17861 0.75619  -0.315
C: -2.92765 0.05767 0.47612  -0.414
O: -2.46218 -0.09497 -0.89407  -0.430
C: -3.16917 -1.18932 -1.53039  -0.278
H: -5.18810 -0.82162 -0.83654  0.289
H: -4.68596 -2.51496 -0.72202  0.358
H: -3.10147 -1.99033 1.07026  -0.022
H: -4.51276 -1.00353 1.52237  0.404
H: -2.05570 0.15784 1.11562  0.242
H: -3.52256 0.97337 0.51666  0.420
H: -2.48036 -2.03070 -1.58536  0.122
H: -3.44415 -0.85480 -2.52987  0.310
C: -0.22313 -3.88336 0.47496  -1.834
C: 0.51979 -2.55237 0.28544  1.633
C: 1.79907 -2.83532 -0.51717  -1.632
C: 0.87873 -1.97265 1.65655  -1.417
N: -0.43483 -1.67547 -0.36033  -0.288
H: 0.40994 -4.61579 0.98216  0.448
H: -0.51660 -4.29169 -0.49454  0.410
H: -1.12517 -3.72529 1.06641  0.339
H: 2.32612 -3.70917 -0.12532  0.506
H: 2.49489 -2.00160 -0.44752  0.053
H: 1.54861 -3.02340 -1.56331  0.348
H: 1.55437 -2.63968 2.19886  0.402
H: -0.02697 -1.83090 2.24932  0.330
H: 1.36585 -1.00201 1.54216  0.182